# 1
Formula: C4H4N2O
Source: OMol25
Level of theory: ωB97M-V/def2-TZVPD

The energy relative to the best compared isomer or geometry (same formula, charge and spin) comes out at 5.038 eV. As for the frontier orbital gap (alpha / beta): 8.27 / 8.26 eV. The calculation puts the total energy at -339.3965 hartree. Its multiplicity is 1. Its strongest force on any atom is 0.0724 hartree/bohr. The LUMO energy (alpha / beta) comes out at -1.93 / -1.93 eV. The net charge is 0.

Last column: Mulliken charge in e.
Cartesian coordinates (Å):
1 O 0.544 -1.527 0.017  -0.26
2 H 0.139 2.240 0.910  0.27
3 N 0.643 1.784 0.158  -0.58
4 H 0.760 -0.521 -1.828  0.25
5 H -0.437 -0.846 1.782  0.40
6 C -2.269 -0.148 -0.019  -0.12
7 C 1.150 -0.506 -0.812  -0.28
8 C 0.559 0.534 0.126  0.44
9 H 2.236 -0.586 -0.804  0.27
10 C -0.014 -0.605 0.823  -0.02
11 N -3.311 0.183 -0.352  -0.37

Cartesian forces (eV/Å) of the 6 atoms listed first:
-0.795 0.636 1.686
-0.226 -0.127 0.201
0.268 -0.550 -0.160
-0.109 -0.040 0.077
0.042 -0.092 0.147
3.395 -0.862 1.255


# 2
Formula: C4H4N2O
Source: OMol25
Level of theory: ωB97M-V/def2-TZVPD

The energy relative to the best compared isomer or geometry (same formula, charge and spin) comes out at 3.087 eV. As for the frontier orbital gap (alpha / beta): 7.90 / 7.90 eV. The calculation puts the total energy at -339.4682 hartree. Its multiplicity is 1. Its strongest force on any atom is 0.0154 hartree/bohr. The LUMO energy (alpha / beta) comes out at -0.29 / -0.29 eV. The SMILES is N=C=C/N=C\C=O. The net charge is 0.

Last column: Mulliken charge in e.
Cartesian coordinates (Å):
1 H -1.920 1.875 -0.055  0.33
2 N 2.430 0.273 0.009  -0.45
3 H 0.951 -2.406 0.059  0.35
4 C -1.140 1.091 -0.034  0.13
5 C -1.583 -0.265 -0.021  -0.26
6 H 2.564 1.271 0.021  0.33
7 O 0.057 1.412 -0.022  -0.58
8 C 1.408 -0.344 0.021  0.74
9 H -2.652 -0.447 -0.030  0.33
10 C 0.513 -1.406 0.030  -0.44
11 N -0.817 -1.327 0.008  -0.47

Cartesian forces (eV/Å) of the 6 atoms listed first:
0.180 -0.102 0.013
-0.626 -0.447 -0.031
0.048 0.370 0.013
0.129 -0.097 0.001
-0.113 -0.085 -0.010
0.258 -0.102 0.033


# 3
Formula: C4H4N2O
Source: OMol25
Level of theory: ωB97M-V/def2-TZVPD

The energy relative to the best compared isomer or geometry (same formula, charge and spin) comes out at 3.231 eV. As for the frontier orbital gap: 8.02 eV. The calculation puts the total energy at -339.4629 hartree. Its multiplicity is 1. Its strongest force on any atom is 0.1214 hartree/bohr. The LUMO energy comes out at -1.88 eV. The SMILES is CC1=NN=CC1=O. The net charge is 0.

Last column: Mulliken charge in e.
Cartesian coordinates (Å):
1 H -0.150 -1.214 2.089  0.36
2 H 0.957 -1.874 1.043  0.24
3 H -0.993 -2.089 0.610  0.27
4 H 0.216 2.225 -2.021  0.46
5 N 0.230 2.091 0.111  -0.40
6 N 0.027 1.009 0.999  -0.40
7 C -0.139 -1.408 0.978  -0.96
8 O -0.009 -0.646 -1.918  -0.51
9 C -0.102 -0.110 0.352  0.59
10 C 0.051 1.720 -1.137  -0.49
11 C -0.090 0.295 -1.107  0.85

Cartesian forces (eV/Å) of the 6 atoms listed first:
-0.957 -0.132 -0.987
-2.339 0.467 -1.219
1.769 0.866 0.605
0.205 1.645 -1.295
-0.434 0.674 -2.836
-0.019 -1.791 0.856


# 4
Formula: C4H4N2O2
Source: OMol25
Level of theory: ωB97M-V/def2-TZVPD

The energy relative to the best compared isomer or geometry (same formula, charge and spin) comes out at 7.005 eV. As for the frontier orbital gap: 8.74 eV. The calculation puts the total energy at -414.5888 hartree. Its multiplicity is 1. Its strongest force on any atom is 0.0928 hartree/bohr. The LUMO energy comes out at -0.11 eV. The net charge is 0.

Last column: Mulliken charge in e.
Cartesian coordinates (Å):
1 C 0.734 -0.095 -1.871  -0.24
2 O -0.695 -0.859 1.174  -0.25
3 H -1.235 -2.154 -0.261  0.29
4 H 0.634 0.303 -2.888  0.24
5 O 0.863 1.169 -1.224  -0.41
6 C -0.307 -0.581 -0.938  0.26
7 N -0.035 0.982 2.213  -0.66
8 H 1.683 -0.680 -1.630  0.21
9 N -0.426 -1.624 -0.029  -0.20
10 C -0.230 0.474 1.063  0.39
11 H -0.110 2.168 2.233  0.28
12 C -0.045 0.597 -0.311  0.10

Cartesian forces (eV/Å) of the 6 atoms listed first:
3.201 -0.396 -2.059
-0.285 -0.920 0.223
-1.036 -0.758 0.636
-0.371 -1.711 -0.451
-1.213 0.508 2.398
1.021 1.740 0.132


# 5
Formula: C4H4N2O2
Source: OMol25
Level of theory: ωB97M-V/def2-TZVPD

The energy relative to the best compared isomer or geometry (same formula, charge and spin) comes out at 5.013 eV. As for the frontier orbital gap: 9.49 eV. The calculation puts the total energy at -414.6619 hartree. Its multiplicity is 1. Its strongest force on any atom is 0.1314 hartree/bohr. The LUMO energy comes out at -0.49 eV. The SMILES is O=CC1(O)C=NN=C1. The net charge is 0.

Last column: Mulliken charge in e.
Cartesian coordinates (Å):
1 O 1.134 -1.574 0.176  -0.60
2 C 0.307 0.292 -1.353  -0.18
3 C -1.145 -0.473 0.294  -0.01
4 C 0.567 0.886 0.843  -0.34
5 N 0.001 1.543 -1.145  -0.34
6 C 0.451 -0.349 0.023  0.79
7 H 0.606 -0.190 -2.435  0.33
8 N -0.013 1.998 0.197  -0.37
9 O -1.652 -1.506 0.681  -0.48
10 H -1.724 0.541 -0.008  0.40
11 H 0.951 1.036 1.887  0.37
12 H 0.517 -2.204 0.841  0.42

Cartesian forces (eV/Å) of the 6 atoms listed first:
-2.857 -0.858 2.650
1.236 0.146 -0.235
-2.459 -0.465 -0.124
-1.209 3.833 0.389
-0.640 0.194 -2.203
0.165 -0.085 -1.033


# 6
Formula: C4H4N2O2
Source: OMol25
Level of theory: ωB97M-V/def2-TZVPD

The energy relative to the best compared isomer or geometry (same formula, charge and spin) comes out at 2.591 eV. As for the frontier orbital gap: 8.38 eV. The calculation puts the total energy at -414.7510 hartree. Its multiplicity is 1. Its strongest force on any atom is 0.0808 hartree/bohr. The LUMO energy comes out at -0.45 eV. The SMILES is [H]/N=c1/ncc(O)co1. The net charge is 0.

Last column: Mulliken charge in e.
Cartesian coordinates (Å):
1 H 1.045 2.190 0.009  0.47
2 N -2.840 0.187 0.190  -0.71
3 C 0.494 1.299 -0.035  -0.23
4 C -1.594 0.253 0.043  0.51
5 O -0.970 -0.931 -0.098  -0.35
6 H -3.040 -0.790 0.096  0.29
7 O 2.530 0.130 0.136  -0.49
8 C 1.141 0.082 0.016  0.63
9 H 2.913 -0.722 0.091  0.29
10 C 0.398 -1.015 -0.066  -0.27
11 H 0.742 -2.042 -0.212  0.36
12 N -0.819 1.359 -0.170  -0.52

Cartesian forces (eV/Å) of the 6 atoms listed first:
0.650 1.256 -0.320
-0.238 1.354 -0.062
-4.134 0.189 -0.364
-0.322 0.298 -1.002
2.537 -2.199 -0.211
-0.693 -0.650 0.407


# 7
Formula: C4H4N2O2
Source: OMol25
Level of theory: ωB97M-V/def2-TZVPD

The energy relative to the best compared isomer or geometry (same formula, charge and spin) comes out at 3.609 eV. As for the frontier orbital gap: 9.46 eV. The calculation puts the total energy at -414.7136 hartree. Its multiplicity is 1. Its strongest force on any atom is 0.0805 hartree/bohr. The LUMO energy comes out at 0.68 eV. The SMILES is O/N=C\c1cocn1. The net charge is 0.

Last column: Mulliken charge in e.
Cartesian coordinates (Å):
1 C 0.810 -1.528 -0.231  -0.16
2 H -0.807 1.818 0.405  0.46
3 H -1.544 -1.133 -1.424  0.26
4 H 2.397 0.086 1.905  0.37
5 N -2.013 0.837 -0.927  -0.37
6 C 0.086 -0.311 -0.247  0.67
7 C 1.671 -0.077 1.079  0.02
8 O -1.690 1.889 -0.164  -0.37
9 C -1.260 -0.219 -0.843  -0.30
10 H 0.604 -2.526 -0.720  0.33
11 O 1.797 -1.301 0.579  -0.32
12 N 0.677 0.570 0.636  -0.59

Cartesian forces (eV/Å) of the 6 atoms listed first:
-3.346 1.459 -1.948
-2.071 -0.501 -1.751
-0.032 1.196 0.448
-0.755 0.531 -0.983
0.536 -2.356 0.463
-0.940 -2.773 -0.132


# 8
Formula: C4H4N2O2
Source: OMol25
Level of theory: ωB97M-V/def2-TZVPD

The energy relative to the best compared isomer or geometry (same formula, charge and spin) comes out at 6.578 eV. As for the frontier orbital gap: 8.76 eV. The calculation puts the total energy at -414.6044 hartree. Its multiplicity is 1. Its strongest force on any atom is 0.1432 hartree/bohr. The LUMO energy comes out at -1.68 eV. The net charge is 0.

Last column: Mulliken charge in e.
Cartesian coordinates (Å):
1 O -1.656 0.925 0.152  -0.27
2 H -2.358 3.021 0.137  0.21
3 H -0.069 2.187 0.971  0.34
4 H -1.501 -1.024 -1.419  0.50
5 O 2.470 -1.037 0.230  -0.37
6 C -0.631 -0.830 -0.968  -0.24
7 N 0.479 -1.582 -0.971  -0.45
8 C -0.545 0.224 0.011  0.91
9 C 1.375 -0.808 -0.112  0.30
10 C -1.599 2.005 0.843  -0.62
11 H -2.119 1.572 2.008  0.21
12 N 0.654 0.382 0.486  -0.51

Cartesian forces (eV/Å) of the 6 atoms listed first:
0.276 -4.250 -3.524
2.527 -3.119 2.673
-4.632 0.310 -0.015
-2.977 -1.123 -2.147
0.948 -0.780 -0.448
5.778 -2.987 1.917


# 9
Formula: C4H4N2O2
Source: OMol25
Level of theory: ωB97M-V/def2-TZVPD

The energy relative to the best compared isomer or geometry (same formula, charge and spin) comes out at 2.146 eV. As for the frontier orbital gap: 9.39 eV. The calculation puts the total energy at -414.7673 hartree. Its multiplicity is 1. Its strongest force on any atom is 0.1165 hartree/bohr. The LUMO energy comes out at -0.35 eV. The SMILES is N#C/C(N)=C\C(=O)O. The net charge is 0.

Last column: Mulliken charge in e.
Cartesian coordinates (Å):
1 N -2.284 -1.269 -0.076  -0.39
2 C 0.644 0.490 -0.179  -0.42
3 C -1.479 -0.512 0.197  0.16
4 H 1.475 1.108 0.139  0.28
5 C -0.374 0.300 0.672  0.81
6 O 1.873 0.241 -2.088  -0.54
7 H -0.817 0.393 2.605  0.25
8 C 0.864 -0.207 -1.472  0.26
9 O 0.018 -1.042 -2.055  -0.46
10 H 0.490 1.452 2.019  0.25
11 N -0.461 0.944 1.916  -0.54
12 H 0.049 -1.897 -1.678  0.35

Cartesian forces (eV/Å) of the 6 atoms listed first:
-1.010 -0.653 -0.357
-0.143 -1.085 0.185
0.908 0.491 1.330
0.025 -0.062 -0.216
-0.337 0.350 -0.316
-2.893 -1.925 1.433


# 10
Formula: C4H4N2O2
Source: OMol25
Level of theory: ωB97M-V/def2-TZVPD

The energy relative to the best compared isomer or geometry (same formula, charge and spin) comes out at 4.987 eV. As for the frontier orbital gap: 9.14 eV. The calculation puts the total energy at -414.6629 hartree. Its multiplicity is 1. Its strongest force on any atom is 0.1160 hartree/bohr. The LUMO energy comes out at 0.00 eV. The net charge is 0.

Last column: Mulliken charge in e.
Cartesian coordinates (Å):
1 C -1.142 0.145 -1.032  -0.48
2 N 1.042 -1.873 -0.004  -0.01
3 H -1.798 -1.538 -0.140  0.32
4 O 2.285 2.589 0.719  -0.33
5 C -1.970 -0.592 0.091  -0.47
6 H -2.723 -0.189 0.726  0.26
7 C -0.552 -0.057 0.373  -0.18
8 H -1.130 1.361 -1.103  0.20
9 N 1.427 -1.530 0.991  0.01
10 C 2.615 1.512 0.680  0.66
11 H -1.111 -0.303 -1.981  0.35
12 O 3.056 0.475 0.679  -0.33

Cartesian forces (eV/Å) of the 6 atoms listed first:
-0.417 3.348 3.149
1.785 0.890 3.800
-0.411 -4.559 -0.745
-1.616 3.681 -0.042
2.880 5.221 -0.091
-0.713 -0.218 0.145


# 11
Formula: C4H4N2O2
Source: OMol25
Level of theory: ωB97M-V/def2-TZVPD

The energy relative to the best compared isomer or geometry (same formula, charge and spin) comes out at 4.346 eV. As for the frontier orbital gap: 9.03 eV. The calculation puts the total energy at -414.6865 hartree. Its multiplicity is 1. Its strongest force on any atom is 0.0829 hartree/bohr. The LUMO energy comes out at -0.09 eV. The SMILES is [H]/N=c1/cc(O)cno1. The net charge is 0.

Last column: Mulliken charge in e.
Cartesian coordinates (Å):
1 O 1.433 1.060 -0.374  -0.19
2 O -2.297 -0.874 -0.154  -0.52
3 C -1.076 -0.244 -0.076  0.77
4 N 2.515 -1.047 0.180  -0.68
5 C 0.049 -0.959 -0.314  -0.45
6 H 3.319 -0.332 0.328  0.28
7 N 0.268 1.791 -0.160  -0.29
8 H -2.988 -0.247 0.376  0.35
9 H -0.018 -2.034 -0.435  0.37
10 H -1.698 2.041 0.583  0.23
11 C 1.391 -0.402 -0.092  0.40
12 C -0.899 1.247 0.139  -0.27

Cartesian forces (eV/Å) of the 6 atoms listed first:
-1.603 -1.988 0.655
-1.697 3.215 2.231
0.600 0.730 0.006
-2.235 3.313 -0.308
0.307 -0.097 0.924
-1.758 -1.353 -0.530


# 12
Formula: C4H4N2O3S
Source: OMol25
Level of theory: ωB97M-V/def2-TZVPD

The energy relative to the best compared isomer or geometry (same formula, charge and spin) comes out at 5.304 eV. As for the frontier orbital gap: 8.79 eV. The calculation puts the total energy at -888.0361 hartree. Its multiplicity is 1. Its strongest force on any atom is 0.1337 hartree/bohr. The LUMO energy comes out at -0.44 eV. The net charge is 0.

Last column: Mulliken charge in e.
Cartesian coordinates (Å):
1 C 0.023 -0.475 -0.011  0.92
2 H -0.826 -2.594 -0.293  0.30
3 N -0.925 -1.364 0.047  -0.68
4 H -0.720 1.544 0.836  0.40
5 O 2.491 0.840 0.149  -0.17
6 H 1.812 -1.799 -1.139  0.29
7 C 1.357 1.426 0.557  -0.42
8 C 1.301 -1.019 -0.314  -0.34
9 H 1.507 2.364 0.932  0.49
10 O -2.622 1.001 0.614  -0.54
11 O -3.061 -0.207 -1.422  -0.45
12 S -2.859 -0.275 -0.021  0.66
13 C 0.106 0.903 0.395  -0.16
14 N 2.416 -0.344 -0.329  -0.30

Cartesian forces (eV/Å) of the 6 atoms listed first:
-0.122 -3.427 0.396
0.376 5.331 1.175
-0.998 -2.128 -0.931
1.086 -1.317 -1.046
-0.045 3.268 1.785
-3.182 0.560 2.487